Entry 1:
67
Properties=species:S:1:pos:R:3:forces:R:3 method="wB97M-V/def2-TZVPD" smiles="CNCc1c2c(c(CCc3ccccc3)c(S)c1[C@H](C)F)C(=O)N(N)C2=O.FC(F)C(F)(F)COC(F)(F)C(F)F" molar_mass_g_mol=619.6 max_force_ev_per_a=0.5 homo_lumo_gap_ev=8.3
O -0.614 5.260 -2.069 -0.003 -0.065 -0.136
C -0.298 2.824 -2.281 0.151 -0.065 0.030
H 3.111 -1.224 -0.647 -0.032 -0.123 -0.027
C -1.520 0.826 -2.573 0.201 -0.119 -0.011
C 2.178 -0.061 -2.002 0.104 -0.172 0.058
H 2.278 -0.789 -2.812 -0.005 0.008 -0.018
C -0.354 -1.440 -2.484 0.116 -0.086 -0.090
C -0.588 -2.011 -3.882 -0.115 0.245 -0.085
F 3.348 -1.446 3.676 -0.017 -0.013 -0.036
C -2.521 3.474 0.348 -0.091 0.023 -0.107
F 0.779 -7.262 3.782 0.014 -0.077 0.110
C 3.454 -3.685 2.963 -0.140 -0.103 -0.070
C 3.333 -5.183 3.277 0.317 -0.358 0.064
C -0.342 0.073 -2.407 -0.191 0.111 0.034
H 3.019 0.629 -2.092 -0.056 0.090 0.029
C 0.889 0.705 -2.174 -0.002 0.170 0.009
H -5.333 2.249 2.679 0.032 0.017 0.057
F -1.306 -1.936 -1.578 -0.010 0.000 -0.051
H -3.236 3.153 3.650 0.058 0.022 0.010
H -5.611 2.126 0.251 -0.006 -0.005 -0.012
H -1.443 3.950 2.140 0.024 0.009 -0.043
C 1.052 -5.942 3.664 0.059 -0.165 0.006
H -1.270 -2.857 -3.817 0.087 -0.090 0.026
S -3.019 -0.009 -3.072 -0.177 0.162 -0.056
C -0.189 -5.302 3.027 0.005 -0.019 -0.014
H -1.033 -1.285 -4.561 0.005 -0.047 0.042
F 1.267 -5.465 4.902 0.008 0.025 -0.003
H -3.275 -0.593 -1.898 0.014 -0.098 0.048
O 3.139 2.876 -1.595 0.023 0.038 -0.129
H -3.107 3.021 -3.661 -0.108 -0.052 0.022
C 0.876 2.087 -2.133 -0.222 0.014 -0.170
H 2.525 1.004 0.386 -0.028 0.017 -0.041
H 3.839 -2.902 4.947 -0.011 0.007 0.004
H 0.926 0.253 0.593 -0.040 0.010 -0.098
C 0.063 4.276 -2.194 0.364 0.074 0.010
F 0.015 -3.987 2.834 0.008 0.032 0.032
C -4.692 2.529 0.663 0.066 -0.053 0.042
H -4.418 1.903 -1.891 -0.010 -0.054 -0.056
H 0.598 -1.805 -2.110 -0.111 -0.013 0.163
N 2.197 -0.798 -0.733 0.064 0.094 -0.074
H 4.113 -5.650 2.677 0.007 -0.005 0.014
H 2.239 6.092 -2.583 0.113 0.011 -0.060
H -4.706 3.618 -1.937 0.021 0.003 -0.079
C 3.163 -2.713 4.109 0.004 0.031 0.062
C -3.952 2.863 -1.693 -0.006 0.093 0.170
C -3.690 2.960 -0.206 0.031 -0.066 0.103
H -1.736 3.848 -0.292 -0.012 0.028 0.013
F 1.887 -2.837 4.525 -0.028 0.012 -0.020
N 2.163 5.447 -1.808 -0.185 0.091 0.018
F -1.232 -5.460 3.872 -0.020 0.021 -0.023
C 2.003 3.050 -1.968 0.086 0.084 0.007
H 3.089 5.131 -1.538 0.075 -0.056 -0.036
C -4.534 2.597 2.037 0.007 0.000 -0.107
C -2.765 3.105 -2.625 0.058 0.018 -0.076
H -0.411 -5.784 2.074 -0.008 0.009 -0.005
F 4.770 -3.474 2.657 0.061 0.016 -0.027
F 2.718 -3.377 1.879 0.027 0.097 0.035
O 2.145 -5.818 2.856 -0.205 0.403 -0.186
H 3.560 -5.388 4.323 -0.079 0.121 0.032
N 1.477 4.306 -2.257 -0.280 -0.158 0.428
H -2.451 4.137 -2.491 0.038 -0.013 -0.102
C -2.357 3.545 1.726 -0.009 -0.009 0.116
C -3.358 3.104 2.576 -0.128 -0.046 -0.023
H 0.359 -2.338 -4.308 0.016 -0.083 -0.005
C 1.985 0.049 0.438 0.156 0.066 0.194
C -1.535 2.232 -2.477 -0.017 -0.010 0.078
H 2.345 -0.481 1.319 -0.066 -0.048 0.010

=====

Entry 2:
62
Properties=species:S:1:pos:R:3:forces:R:3 method="wB97M-V/def2-TZVPD" molar_mass_g_mol=688.8 relative_energy_ev=2.7613 total_charge=+1 spin_multiplicity=2 max_force_ev_per_a=3.6 homo_lumo_gap_ev="6.3 / 5.7"
H -4.469 0.451 -0.914 -0.037 0.020 0.010
N -0.580 -1.992 -0.682 -1.008 -0.787 -0.464
C 0.927 1.293 3.412 -0.225 0.032 0.053
C -1.013 2.066 5.236 0.551 0.168 0.210
H -1.868 -5.057 -2.617 -0.011 -0.012 -0.009
H -2.824 -0.125 -2.617 -0.004 -0.001 -0.016
C -3.403 0.958 2.711 -0.003 0.063 0.077
H 5.153 -0.956 0.063 -0.013 -0.034 0.034
H 4.039 -1.782 -4.682 -0.010 0.006 -0.024
H 0.619 2.715 6.474 0.014 -0.001 0.028
C -1.566 -4.171 -0.689 0.115 0.083 0.362
H 2.361 2.035 4.836 0.021 -0.011 0.040
H -3.238 1.573 -2.838 -0.046 -0.003 -0.060
C 4.915 -1.146 -0.974 0.071 0.023 0.002
O -0.591 -1.729 1.838 0.344 -2.023 1.435
S -1.016 1.275 -2.097 0.388 -0.033 0.169
H -3.195 -0.096 2.524 -0.019 -0.018 -0.041
H -4.464 1.097 2.911 0.023 -0.058 -0.073
C 0.344 2.267 5.531 -0.187 -0.060 -0.107
C -1.020 3.011 -2.515 -0.014 0.195 0.004
C 3.629 -0.891 -1.440 -0.182 0.013 -0.067
O 1.343 -0.441 -0.925 -0.859 -0.277 0.086
H -1.778 2.336 5.950 -0.028 0.044 0.026
C 4.281 -1.608 -3.643 -0.025 0.011 0.029
C -0.986 -2.940 1.451 -0.100 0.060 0.625
C -0.440 1.135 3.087 0.492 -0.107 1.288
O -2.765 1.405 3.896 -0.104 0.046 0.159
C 5.874 -1.641 -1.840 -0.029 0.020 -0.036
C 2.580 -0.430 -0.507 0.928 0.348 0.831
C -0.466 -2.043 -2.020 -0.247 -0.126 0.038
C -1.427 1.524 4.042 0.409 -0.225 -0.503
N 1.755 0.214 1.410 -0.377 0.371 0.618
C -2.781 0.861 -2.153 -0.069 -0.057 0.080
H -2.931 0.221 -0.082 0.005 -0.008 -0.034
C -3.463 0.851 -0.794 0.010 -0.001 -0.037
H -1.614 3.759 -0.577 0.009 -0.017 0.033
H -1.952 -4.987 -0.094 -0.006 -0.017 0.011
H -1.705 4.935 -1.887 0.008 0.023 -0.009
C -1.086 -3.054 -0.033 0.119 -0.139 -0.192
H 0.035 3.282 -2.442 -0.004 -0.004 -0.058
H -3.103 1.558 1.854 -0.038 -0.013 0.023
O -0.843 0.649 1.944 -1.213 0.711 -1.565
H -3.532 1.846 -0.365 0.011 0.038 -0.007
H 0.015 -1.208 -2.493 0.013 0.129 -0.080
H 2.318 -0.903 -3.135 -0.001 -0.014 -0.018
C 3.315 -1.121 -2.777 0.007 0.011 -0.010
C -1.879 3.893 -1.624 0.028 -0.044 -0.026
H 6.870 -1.850 -1.475 0.027 0.006 0.004
H -2.941 3.695 -1.752 -0.040 -0.015 -0.014
Ir -0.083 -0.444 0.552 2.678 2.110 -1.270
C 1.309 1.891 4.628 -0.239 -0.083 -0.092
H 6.311 -2.261 -3.846 0.014 -0.009 -0.012
H -0.816 -3.138 -3.809 0.002 0.023 -0.030
C 5.558 -1.873 -3.173 0.042 0.001 0.030
N 2.898 -0.015 0.681 -0.284 -0.634 -1.152
C -0.925 -3.130 -2.735 0.066 0.051 0.004
H -1.306 3.048 -3.568 -0.006 0.038 -0.018
C -1.501 -4.202 -2.067 0.006 -0.028 -0.145
C 1.953 0.856 2.510 -0.650 0.002 0.229
O -0.596 1.302 -0.620 -0.104 0.251 -0.090
O -1.226 -3.828 2.216 -0.150 -0.050 -0.278
H 2.994 1.058 2.749 -0.069 0.015 0.000

=====

Entry 3:
56
Properties=species:S:1:pos:R:3:forces:R:3 method="wB97M-V/def2-TZVPD" smiles="CN1C(=O)[C@@H](Cc2ccccc2)N(/C=C/[C@@H](c2ccccc2)C(C#N)C#N)C1(C)C" molar_mass_g_mol=398.5 relative_energy_ev=5.2812 max_force_ev_per_a=4.8 homo_lumo_gap_ev=7.7
N -0.244 -3.159 3.345 -2.904 0.506 -2.025
C 3.949 -1.048 1.527 0.348 0.197 0.148
C -5.108 0.883 2.684 1.005 -0.788 -0.003
H 2.444 4.523 2.092 -0.090 -0.067 0.004
C -1.066 2.957 1.073 0.186 0.208 -0.152
C -0.223 2.422 2.239 -0.024 -0.656 0.015
H -2.623 -2.407 1.235 0.689 -0.370 -0.172
C -7.000 -1.034 2.129 0.470 -0.435 -0.013
H -2.544 1.177 2.206 -0.383 -0.715 0.263
C -3.345 -3.877 2.410 -1.565 -1.245 1.654
H -6.751 2.190 3.001 -0.028 0.316 0.045
C -5.652 -1.389 2.109 0.422 0.144 0.085
C 2.038 -0.278 2.976 -0.048 -0.109 0.257
H -0.114 2.582 4.391 -0.204 0.011 -0.173
H -0.487 -1.029 1.990 0.419 0.674 0.130
H 1.469 -1.220 2.976 0.071 0.242 0.034
C -2.614 -2.595 2.316 0.395 -1.397 -4.613
C -4.670 -0.436 2.387 -0.496 -0.543 0.051
C 6.241 -0.872 2.288 -0.330 0.082 0.057
H -8.472 0.457 2.482 -0.282 0.265 0.056
H -1.735 2.141 3.807 0.143 0.115 -0.062
H 7.308 -0.953 2.093 -0.185 0.023 0.012
C 1.375 4.355 2.217 -0.196 0.470 0.068
C -2.208 0.140 2.293 1.727 0.532 -0.701
C 5.794 -0.468 3.551 -0.280 -0.147 -0.085
C 5.318 -1.171 1.277 -0.171 0.022 0.324
H 3.209 -1.289 0.755 0.397 0.108 0.186
H -0.430 3.042 0.183 -0.182 0.007 0.152
O 3.282 2.333 1.686 -0.597 -0.532 0.205
C -6.456 1.195 2.724 0.262 0.242 0.089
H -1.146 3.802 3.592 -0.009 -0.092 0.184
C -3.235 -0.855 2.563 0.560 -2.547 3.437
H 1.050 4.780 3.178 0.148 -0.115 -0.183
C 2.122 2.028 1.899 -0.214 0.873 -0.093
H -1.911 2.316 0.818 0.129 0.075 0.112
N 1.126 2.940 2.170 0.553 -0.018 -0.064
H -5.308 -2.420 1.932 -0.618 0.512 -0.059
C -1.249 -2.934 2.766 2.013 0.329 2.406
H -7.691 -1.823 1.903 -0.475 -0.069 -0.020
C 4.424 -0.343 3.800 -0.003 0.107 -0.633
H 5.653 -1.478 0.288 0.020 -0.012 0.250
H 1.628 0.211 0.901 -0.092 0.127 0.269
C 3.510 -0.571 2.764 -0.107 -0.100 0.189
C -7.421 0.250 2.455 0.385 -0.977 -0.399
H -3.090 -1.558 3.474 -1.079 3.792 0.714
C -0.853 2.749 3.596 0.177 0.123 0.165
H 0.829 4.885 1.421 0.198 -0.139 0.122
C -0.855 -0.008 2.111 -1.998 -0.511 0.384
H -4.363 1.625 2.970 -0.317 -0.050 -0.121
N 0.060 0.991 2.096 0.194 -0.618 -0.207
H 6.498 -0.228 4.347 -0.069 -0.148 -0.238
C 1.458 0.656 1.898 0.577 0.149 -0.345
H -1.448 3.944 1.347 -0.009 -0.051 -0.246
H 1.890 0.197 3.961 0.009 -0.187 -0.293
H 4.035 -0.033 4.774 0.295 -0.005 -0.293
N -3.870 -4.898 2.654 1.166 2.392 -0.875